# 1
102
Properties=species:S:1:pos:R:3 method="wB97M-V/def2-TZVPD" de_lowest_ev=0.000 e_lumo_ev=-0.081
C -0.519 2.966 -1.401
C -4.095 2.676 4.155
H 0.194 -2.745 -4.654
C -2.699 -3.750 -0.698
C -3.984 3.779 3.113
Zr 0.066 -0.386 -0.425
H -0.387 0.568 -5.691
H -7.524 1.875 -0.636
H 2.526 -4.909 0.449
H -4.447 3.472 2.171
C -2.474 0.348 -0.605
C 6.542 3.200 -1.427
C 5.395 3.937 -1.686
I 0.284 -0.748 2.685
H 0.628 4.436 -2.404
H -3.230 -3.585 0.243
H 3.009 -4.185 -2.369
C 0.366 -2.921 2.387
H 2.446 0.589 -5.326
H 5.082 -0.183 4.440
C -0.002 3.581 -2.666
C 4.148 3.352 -1.527
H -1.125 1.336 -4.266
S -2.653 1.607 3.849
C -0.462 -4.078 -2.160
O 2.954 -1.524 -2.213
H 7.519 3.649 -1.553
H -0.663 -3.150 2.134
H 0.043 -5.536 1.017
Br -6.916 1.238 -3.455
H -1.058 4.704 -0.298
H 0.580 2.868 -3.242
C 1.051 -3.391 0.056
H 0.631 -3.283 3.376
C 4.354 -1.059 2.617
H 4.074 2.030 3.953
O -1.856 0.009 -1.656
H -4.090 0.461 -2.794
H 2.780 2.370 1.882
C 3.030 0.367 1.173
P -0.833 -3.655 -0.410
C 2.168 0.638 -0.009
H 4.033 -3.782 -1.006
H 2.008 1.776 -1.767
H 1.939 -2.723 -4.293
H -4.460 4.699 3.452
Sb 0.826 -0.411 -3.442
C 2.494 -2.350 -1.418
C 2.658 1.453 -0.960
C 6.426 1.878 -1.019
C 3.000 -3.780 -1.355
C 2.026 -4.488 -0.420
H -5.011 2.100 4.044
H 3.253 3.931 -1.735
H -1.791 3.188 0.293
H -3.001 -4.721 -1.100
C -0.916 -5.211 0.620
H -1.567 -0.315 -4.694
H -4.048 1.068 1.434
O -1.015 -2.087 -0.047
C -1.745 2.924 3.127
H 1.301 -1.804 -5.675
C 4.015 2.034 -1.090
C -4.576 1.102 0.488
S -0.154 2.844 2.716
H 5.473 4.966 -2.014
C -1.508 3.752 -0.592
H 5.093 0.263 -0.557
O -0.144 1.875 -1.023
H -1.342 -5.997 -0.006
C 3.222 1.403 2.093
C 1.098 -2.139 -4.658
C -0.744 0.401 -4.675
C 2.431 0.728 -4.245
H -0.830 3.962 -3.265
C -3.911 0.727 -0.671
H 3.351 0.361 -3.798
O -1.870 0.418 0.498
N -2.552 3.985 2.942
H 7.317 1.291 -0.833
N 1.455 -2.156 -0.585
C -4.590 0.752 -1.880
H -1.126 -3.479 -2.784
H -0.711 -5.128 -2.323
H 0.562 -3.903 -2.473
H -4.035 3.075 5.167
H -2.382 3.977 -1.208
H 2.333 1.789 -4.023
N -5.842 1.513 0.501
H -1.608 -5.058 1.449
H 4.799 -2.028 2.809
H -2.174 4.788 2.466
C -5.907 1.165 -1.860
H -3.007 -2.967 -1.394
C 3.949 1.210 3.256
C 3.620 -0.865 1.455
C 4.517 -0.027 3.529
C 5.178 1.298 -0.855
C -6.494 1.540 -0.659
H 1.497 -5.302 -0.917
O 1.304 -3.341 1.499
H 3.497 -1.690 0.769

---

# 2
51
Properties=species:S:1:pos:R:3 method="wB97M-V/def2-TZVPD" s2=3.760 total_charge=+2 multiplicity=4 de_lowest_ev=0.000 e_lumo_ev="-6.839 / -6.806"
H 0.448 1.551 -3.053
H 0.326 -1.052 6.069
C -1.967 -3.166 -0.502
H 0.837 1.118 6.649
H 1.949 1.600 4.213
C -1.067 -2.181 -1.166
C 0.437 1.557 5.727
H -3.368 -1.720 -2.839
H -2.046 -4.081 -1.111
C 0.953 2.026 0.354
H -1.388 -0.589 5.759
N 1.160 1.045 4.557
H 0.763 3.746 -2.105
C -1.472 -1.134 -2.067
H 1.876 1.846 -0.210
H 2.153 -2.502 0.139
S 1.515 -0.038 2.099
H -0.430 -1.446 3.279
C -2.876 -0.816 -2.449
H 1.356 -3.912 -0.590
H 0.772 4.580 -0.541
H 2.270 1.144 2.091
N -0.202 -0.788 4.029
H -0.641 1.378 5.659
H -3.477 -0.453 -1.594
H -0.817 -2.233 5.387
C -0.535 -1.177 5.401
H 2.350 0.514 -2.122
H 0.682 -3.175 0.877
H -0.725 4.471 -1.471
C 0.184 3.926 -1.191
C 0.754 0.096 3.714
C 2.248 -0.557 -1.900
H 0.605 2.635 5.766
C 0.347 -2.050 -0.932
C -0.304 -0.364 -2.401
H 0.156 0.399 -4.364
H -2.984 -2.770 -0.365
H -0.532 1.910 -1.285
C 1.176 -2.949 -0.081
C 0.822 -0.941 -1.707
H 2.844 -0.786 -1.007
H -1.593 -3.464 0.489
Nd -0.765 -0.055 0.056
C -0.228 0.752 -3.391
H 2.695 -1.108 -2.747
H 1.116 2.633 1.251
H -1.220 1.195 -3.564
H -1.055 2.785 0.167
C -0.172 2.603 -0.478
H -2.897 -0.043 -3.224

---

# 3
23
Properties=species:S:1:pos:R:3 method="wB97M-V/def2-TZVPD" de_lowest_ev=4.719 smiles="C/C=C(/Cl)[Si](C)(C)C.Cl" e_lumo_ev=0.524
H 2.314 0.917 0.807
C 0.396 0.932 -1.296
H 3.278 0.846 2.393
H -1.625 -2.502 -0.445
H -2.799 -1.168 -0.678
C 0.184 -0.742 1.499
Cl -0.893 -1.593 2.584
H 1.553 -0.962 2.979
H -0.207 0.819 -2.134
H 1.952 -3.984 -0.891
Si -0.721 -0.067 0.025
H -2.027 1.265 1.697
C 1.410 -0.536 1.966
H -1.502 2.431 0.425
C -1.839 1.363 0.616
C -1.759 -1.401 -0.719
H 0.384 1.943 -0.861
C 2.653 0.208 1.543
H -1.556 -1.504 -1.797
H 1.397 0.555 -1.399
Cl 1.025 -3.159 -0.696
H 3.148 -0.624 1.081
H -2.885 1.556 0.204

---

Please write out number 2 again, unchanged.
51
Properties=species:S:1:pos:R:3 method="wB97M-V/def2-TZVPD" s2=3.760 total_charge=+2 multiplicity=4 de_lowest_ev=0.000 e_lumo_ev="-6.839 / -6.806"
H 0.448 1.551 -3.053
H 0.326 -1.052 6.069
C -1.967 -3.166 -0.502
H 0.837 1.118 6.649
H 1.949 1.600 4.213
C -1.067 -2.181 -1.166
C 0.437 1.557 5.727
H -3.368 -1.720 -2.839
H -2.046 -4.081 -1.111
C 0.953 2.026 0.354
H -1.388 -0.589 5.759
N 1.160 1.045 4.557
H 0.763 3.746 -2.105
C -1.472 -1.134 -2.067
H 1.876 1.846 -0.210
H 2.153 -2.502 0.139
S 1.515 -0.038 2.099
H -0.430 -1.446 3.279
C -2.876 -0.816 -2.449
H 1.356 -3.912 -0.590
H 0.772 4.580 -0.541
H 2.270 1.144 2.091
N -0.202 -0.788 4.029
H -0.641 1.378 5.659
H -3.477 -0.453 -1.594
H -0.817 -2.233 5.387
C -0.535 -1.177 5.401
H 2.350 0.514 -2.122
H 0.682 -3.175 0.877
H -0.725 4.471 -1.471
C 0.184 3.926 -1.191
C 0.754 0.096 3.714
C 2.248 -0.557 -1.900
H 0.605 2.635 5.766
C 0.347 -2.050 -0.932
C -0.304 -0.364 -2.401
H 0.156 0.399 -4.364
H -2.984 -2.770 -0.365
H -0.532 1.910 -1.285
C 1.176 -2.949 -0.081
C 0.822 -0.941 -1.707
H 2.844 -0.786 -1.007
H -1.593 -3.464 0.489
Nd -0.765 -0.055 0.056
C -0.228 0.752 -3.391
H 2.695 -1.108 -2.747
H 1.116 2.633 1.251
H -1.220 1.195 -3.564
H -1.055 2.785 0.167
C -0.172 2.603 -0.478
H -2.897 -0.043 -3.224